1.
C10H9NO2 in the gas phase, computed with wB97M-V/def2-TZVPD.

Each line ends with the Löwdin charge.
Geometry (Å):
C1 -3.0109 1.2949 0.9686  0.061
C2 -1.8287 1.1876 0.3874  -0.402
O1 -1.0581 2.3035 0.2035  0.056
C3 -1.2152 -0.0754 0.0619  -0.072
C4 -1.9201 -1.3001 -0.2263  -0.033
C5 -1.3337 -2.4529 -0.6582  -0.111
C6 0.0432 -2.5197 -0.6081  -0.084
C7 0.8106 -1.3889 -0.4089  -0.033
C8 0.2379 -0.1721 -0.1189  -0.108
O2 1.1345 0.9673 0.0315  -0.091
C9 2.5092 0.8336 -0.3501  -0.110
C10 3.4643 1.3846 0.3966  -0.132
N1 4.4785 1.6392 1.0489  0.137
H1 -3.4173 2.3696 1.1150  0.106
H2 -3.6589 0.4592 1.1649  0.047
H3 -0.2272 1.9484 -0.1193  0.049
H4 -3.1114 -1.1943 -0.2000  0.155
H5 -1.8893 -3.3995 -0.9995  0.137
H6 0.5057 -3.4541 -0.7930  0.096
H7 1.8612 -1.3894 -0.5411  0.089
H8 2.7617 0.3229 -1.2986  0.132
H9 4.8641 2.6356 0.9439  0.111

Computed properties:
- 2S+1 = 1
- LUMO (hartree) = 0.01735
- SMILES = C=C(O)c1ccccc1OC=C=N
- energy above the lowest of the compared OMol25 structures with the same formula, charge and spin (kcal per mole) = 91.5

2.
A molecular structure, C10H9NO2, computed with wB97M-V/def2-TZVPD.

Each line ends with the Löwdin charge.
Geometry (Å):
C1 -4.2857 -0.5494 0.0275  -0.120
C2 -1.9373 0.4700 -0.0348  -0.186
C3 -1.2610 1.5141 -0.1964  -0.092
C4 0.0917 1.4895 -0.1740  0.036
C5 0.6926 0.1634 -0.0366  -0.233
C6 -0.0171 -0.9037 0.1968  -0.016
C7 -1.4624 -0.8621 0.2487  0.069
C8 2.1432 0.1369 0.0847  -0.341
C9 4.3008 0.2310 0.6539  -0.116
C10 4.2312 -0.2634 -0.6892  -0.140
H1 -3.8619 -1.4784 -0.7024  0.182
H2 -4.0992 -0.9761 0.8660  0.033
H3 -5.0212 -0.1225 0.2150  -0.007
H4 -1.9958 2.3155 -0.5859  0.178
H5 1.0417 2.4199 -0.1593  0.220
H6 0.6740 -2.0581 0.2075  0.219
H7 -1.9480 -1.5613 0.0404  -0.033
H8 5.3640 0.1611 1.5557  0.195
H9 4.9207 -0.7065 -1.5551  0.161
N1 2.9366 0.3636 1.0799  0.096
O1 -3.4458 0.4718 -0.0616  -0.098
O2 2.9389 -0.2555 -0.9807  -0.009

Computed properties:
- 2S+1 = 1
- LUMO (hartree) = 0.01611
- energy above the lowest of the compared OMol25 structures with the same formula, charge and spin (kcal per mole) = 244.9

3.
C10H9NS2 in the gas phase, computed with wB97M-V/def2-TZVPD.

Each line ends with the Löwdin charge.
Geometry (Å):
C1 -3.3531 -0.0445 -0.2919  -0.057
C2 -3.1422 -1.4255 -0.1866  -0.068
C3 -2.3098 0.8756 -0.2996  -0.003
C4 -1.8529 -1.8167 0.0754  -0.149
C5 -0.9793 0.5141 -0.0170  -0.327
C6 -0.7579 -0.9108 0.1258  -0.323
C7 2.8870 -0.0621 -0.3432  -0.731
C8 2.4284 1.4068 -0.2180  -0.189
C9 1.1204 1.4564 0.7292  -0.205
C10 2.3085 -1.3224 -0.1063  -0.550
N1 -0.1454 1.5018 0.0928  0.089
S1 4.5934 -0.1316 -0.6138  0.658
S2 0.7814 -1.9186 0.0607  1.071
H1 -4.2826 0.3380 -0.5319  0.080
H2 -3.9089 -2.0776 0.0297  0.085
H3 -2.5096 1.9025 -0.4233  0.102
H4 -1.7281 -2.8887 0.2738  0.103
H5 3.2206 1.9521 0.2890  0.080
H6 2.2115 1.8254 -1.1613  0.091
H7 1.2435 0.5207 1.3446  0.111
H8 1.2386 2.4393 1.2521  0.124
H9 2.9366 -2.1342 -0.0801  0.008

Computed properties:
- 2S+1 = 1
- LUMO (alpha / beta) (hartree) = -0.06243 / -0.05924
- energy above the lowest of the compared OMol25 structures with the same formula, charge and spin (kcal per mole) = 88.4

4.
13 unconnected molecules or ions with the total composition C112H95N11O20, computed with wB97M-V/def2-TZVPD.

Each line ends with the Löwdin charge.
Geometry (Å):
C1 22.4657 -7.6714 -24.0996  -0.045
C2 22.6407 -8.6353 -23.0803  -0.058
C3 23.2105 -9.8410 -23.4086  -0.029
C4 23.5404 -10.2381 -24.7036  -0.085
C5 23.0736 -9.4027 -25.7081  -0.080
C6 22.5903 -8.1267 -25.3865  -0.022
C7 23.4069 -9.6541 -27.1805  -0.266
O1 22.9803 -8.9789 -28.1007  0.091
C8 24.3184 -10.8004 -27.4449  -0.049
C9 24.6372 -11.1590 -28.7795  -0.010
C10 25.4232 -12.2480 -29.0730  -0.054
C11 26.0944 -12.9212 -28.0023  -0.028
C12 25.7702 -12.5943 -26.6818  -0.025
C13 24.9106 -11.5810 -26.3917  -0.082
C14 24.4552 -11.4066 -24.9624  -0.254
O2 24.8230 -12.1264 -24.0471  0.106
H1 21.9651 -6.7550 -23.8240  0.108
H2 22.3570 -8.3440 -22.0798  0.111
H3 23.3105 -10.4821 -22.5453  0.118
H4 22.4626 -7.3980 -26.1733  0.118
H5 24.1361 -10.7608 -29.6495  0.111
H6 25.7008 -12.4806 -30.0905  0.105
H7 26.6211 -13.8087 -28.3206  0.100
H8 25.8902 -13.3576 -25.9272  0.121
C15 21.3058 -15.2034 -19.5868  -0.051
C16 21.5092 -13.8628 -19.2576  -0.063
C17 21.3202 -12.7885 -20.1997  0.004
C18 20.6653 -13.0382 -21.4097  -0.076
C19 20.3099 -14.3963 -21.7670  -0.049
C20 20.6247 -15.4451 -20.8338  0.015
C21 19.6156 -14.6340 -23.1128  -0.230
O3 19.0830 -15.7121 -23.4377  0.074
C22 19.7226 -13.5381 -24.1543  -0.085
C23 19.5581 -13.7861 -25.4708  -0.024
C24 19.4740 -12.7794 -26.4281  -0.026
C25 19.5942 -11.4648 -25.9456  -0.028
C26 20.0896 -11.2137 -24.6662  -0.022
C27 20.0464 -12.2068 -23.7626  -0.101
C28 20.2559 -11.8882 -22.3211  -0.256
O4 20.3210 -10.7268 -21.9296  0.084
H9 21.8090 -15.9251 -18.9604  0.101
H10 22.0847 -13.5826 -18.3877  0.096
H11 21.6325 -11.7817 -19.9647  0.110
H12 20.3839 -16.4546 -21.1328  0.104
H13 19.5394 -14.8225 -25.7739  0.120
H14 19.2223 -12.9886 -27.4573  0.096
H15 19.7172 -10.6937 -26.6917  0.106
H16 20.2993 -10.2103 -24.3260  0.119
C29 17.4695 -18.5208 -34.7061  -0.038
C30 17.0489 -18.9406 -33.4713  -0.076
C31 17.4284 -18.2446 -32.3701  0.012
C32 18.3125 -17.1400 -32.4637  -0.106
C33 18.8167 -16.6710 -33.6869  -0.052
C34 18.4338 -17.4496 -34.8500  0.026
C35 19.7526 -15.4710 -33.8998  -0.179
O5 20.0248 -15.0929 -35.1098  0.028
C36 20.2129 -14.8235 -32.5762  -0.037
C37 21.0790 -13.6785 -32.5518  0.026
C38 21.4502 -13.1320 -31.2691  -0.024
C39 20.9663 -13.6702 -30.0577  -0.060
C40 20.0688 -14.6815 -30.1124  -0.044
C41 19.6061 -15.2761 -31.3151  -0.059
C42 18.5802 -16.3765 -31.2901  -0.273
O6 17.9512 -16.6480 -30.2422  0.012
H17 17.1824 -19.0309 -35.6138  0.091
H18 16.3100 -19.7280 -33.4503  0.106
H19 16.9433 -18.4913 -31.4372  0.101
H20 18.8743 -17.2583 -35.8174  0.101
H21 21.5196 -13.0966 -33.3478  0.107
H22 22.1890 -12.3463 -31.2114  0.096
H23 21.1628 -13.1592 -29.1267  0.102
H24 19.7255 -15.0465 -29.1556  0.113
C43 11.9143 -22.0971 -28.2411  -0.047
C44 13.1892 -21.5600 -28.0864  -0.037
C45 13.6535 -20.7901 -29.1346  -0.035
C46 12.9374 -20.4417 -30.2121  -0.090
C47 11.6807 -21.0502 -30.3661  -0.095
C48 11.1506 -21.7743 -29.3475  -0.019
C49 10.8557 -20.8668 -31.5946  -0.219
O7 9.6989 -21.3661 -31.7761  0.049
C50 11.4623 -20.0285 -32.6833  -0.080
C51 10.6484 -19.8463 -33.8174  -0.013
C52 11.0741 -18.9907 -34.7769  -0.043
C53 12.4172 -18.4933 -34.7495  -0.034
C54 13.1413 -18.5986 -33.5966  -0.014
C55 12.6771 -19.3605 -32.5316  -0.062
C56 13.5479 -19.6223 -31.3131  -0.236
O8 14.6953 -19.2328 -31.2045  0.090
H25 11.4210 -22.7282 -27.5168  0.116
H26 13.7417 -21.8026 -27.1907  0.119
H27 14.6828 -20.5004 -28.9833  0.127
H28 10.2091 -22.2836 -29.4913  0.127
H29 9.7808 -20.4802 -33.9258  0.121
H30 10.5105 -19.0075 -35.6980  0.107
H31 12.7552 -18.0512 -35.6751  0.097
H32 14.1505 -18.2146 -33.5727  0.107
C57 18.5933 -22.6824 -29.6392  -0.037
C58 18.0956 -23.2129 -28.4135  -0.065
C59 16.8407 -23.7514 -28.3101  -0.022
C60 16.0160 -23.6609 -29.4575  -0.060
C61 16.4586 -23.1524 -30.7119  -0.073
C62 17.7801 -22.5905 -30.8003  0.031
C63 15.4961 -23.1050 -31.8361  -0.287
O9 15.8602 -22.6154 -32.8886  0.102
C64 14.1677 -23.8137 -31.6398  -0.070
C65 13.2748 -23.7421 -32.7149  0.006
C66 11.9606 -24.2223 -32.6165  -0.053
C67 11.6237 -24.7615 -31.4304  -0.099
C68 12.4085 -24.7442 -30.3298  -0.025
C69 13.7393 -24.3568 -30.4184  -0.067
C70 14.6253 -24.2736 -29.1796  -0.292
O10 14.3039 -24.7616 -28.1344  0.107
H33 19.5948 -22.2785 -29.6534  0.096
H34 18.6731 -23.2142 -27.5008  0.103
H35 16.5009 -24.2604 -27.4202  0.117
H36 18.0823 -22.1341 -31.7313  0.112
H37 13.6539 -23.5727 -33.7119  0.119
H38 11.3694 -24.4338 -33.4952  0.116
H39 10.6661 -25.2599 -31.4003  0.118
H40 12.0137 -25.0960 -29.3881  0.126
C71 21.8521 -16.2941 -42.8218  -0.069
C72 21.6658 -17.6353 -42.6895  -0.080
C73 21.7069 -18.2949 -41.4545  0.013
C74 21.8623 -17.4755 -40.3293  -0.084
C75 22.0034 -16.0577 -40.4455  -0.066
C76 22.0292 -15.4803 -41.6984  -0.004
C77 22.1187 -15.1337 -39.2270  -0.246
O11 22.0638 -13.8985 -39.3663  0.068
C78 22.4219 -15.8281 -37.9299  -0.037
C79 22.7582 -15.0662 -36.7111  0.048
C80 22.7830 -15.7422 -35.4622  -0.069
C81 22.5342 -17.0782 -35.3996  -0.102
C82 22.3653 -17.8197 -36.5167  -0.016
C83 22.2683 -17.2550 -37.8182  -0.058
C84 21.9191 -18.1141 -38.9927  -0.263
O12 21.8209 -19.3568 -38.8993  0.053
H41 21.6041 -15.9106 -43.8004  0.110
H42 21.3959 -18.2591 -43.5288  0.106
H43 21.5954 -19.3691 -41.4694  0.118
H44 22.1380 -14.4412 -41.9719  0.121
H45 22.6399 -13.9928 -36.7277  0.099
H46 22.8086 -15.1989 -34.5292  0.100
H47 22.3647 -17.5697 -34.4530  0.111
H48 21.9310 -18.7808 -36.2843  0.113
C85 21.9095 -18.4728 -30.5418  -0.074
C86 21.1672 -18.0642 -29.4453  -0.033
C87 21.9514 -17.8929 -28.3085  0.013
C88 23.3496 -18.1317 -28.2059  -0.093
C89 24.0124 -18.6439 -29.3014  -0.068
C90 23.2626 -18.8213 -30.5249  0.016
C91 25.3228 -19.3646 -29.0734  -0.212
O13 25.9211 -20.0146 -30.0024  0.045
C92 25.9194 -19.2921 -27.7070  -0.097
C93 27.0170 -20.1330 -27.4348  0.005
C94 27.6936 -19.7931 -26.2852  -0.063
C95 27.1269 -19.0862 -25.1968  -0.059
C96 26.0167 -18.3403 -25.4732  -0.001
C97 25.3344 -18.4423 -26.7521  -0.048
C98 23.9924 -17.7940 -26.9183  -0.302
O14 23.4848 -17.1600 -26.0228  0.117
H49 21.6109 -18.5866 -31.5735  0.097
H50 20.1048 -17.9112 -29.5645  0.097
H51 21.4709 -17.4394 -27.4541  0.114
H52 23.7252 -19.2173 -31.4169  0.112
H53 27.3961 -20.8198 -28.1772  0.120
H54 28.6794 -20.2024 -26.1202  0.102
H55 27.7043 -18.8979 -24.3038  0.107
H56 25.6499 -17.6543 -24.7240  0.114
C99 14.6582 -15.3448 -29.6793  -0.718
O15 14.9278 -14.2280 -30.1639  -0.001
N1 15.3982 -16.3984 -29.4120  0.188
N2 13.4744 -15.7416 -29.5134  0.165
H57 16.3823 -16.2802 -29.6064  0.063
H58 14.9259 -17.2912 -29.4132  0.099
H59 13.3265 -16.5733 -28.9599  0.128
H60 12.8738 -14.9749 -29.7811  0.136
C100 18.1935 -21.9307 -37.0239  -0.741
O16 17.5107 -21.5537 -36.0672  -0.002
N3 19.2175 -21.2275 -37.4862  0.177
N4 17.7359 -22.8946 -37.7827  0.156
H61 19.6688 -21.6542 -38.2827  0.102
H62 19.6049 -20.4166 -37.0253  0.108
H63 18.1617 -23.0144 -38.6907  0.105
H64 16.7918 -23.2030 -37.5989  0.122
C101 17.2568 -11.6682 -30.2922  -0.755
O17 18.1099 -10.7967 -30.3355  0.011
N5 17.2638 -12.8063 -30.8988  0.196
N6 16.2294 -11.6933 -29.4702  0.176
H65 16.3704 -13.2709 -30.9771  0.063
H66 18.0400 -12.8225 -31.5448  0.116
H67 15.6528 -12.5204 -29.5297  0.066
H68 16.0425 -10.8784 -28.9035  0.119
C102 21.1048 -9.6887 -32.0325  -0.737
O18 22.0364 -9.5850 -32.8098  -0.005
N7 21.0862 -9.3799 -30.7401  0.179
N8 20.0049 -10.3290 -32.3542  0.174
H69 21.9286 -9.0380 -30.3000  0.081
H70 20.3145 -9.6711 -30.1572  0.091
H71 19.7767 -10.6169 -33.2950  0.044
H72 19.3053 -10.5912 -31.6745  0.042
C103 20.7846 -11.1246 -35.7400  -0.750
O19 19.9346 -11.1721 -34.8561  0.006
N9 21.9497 -10.5940 -35.4517  0.177
N10 20.7475 -11.6107 -36.9246  0.189
H73 22.6631 -10.5964 -36.1667  0.103
H74 22.1729 -10.0365 -34.6396  0.068
H75 21.3199 -11.2208 -37.6597  0.123
H76 19.9589 -12.2261 -37.0639  0.124
C104 14.2425 -15.5316 -36.0216  -0.052
C105 14.9865 -14.1526 -36.1071  -0.456
C106 14.3087 -13.2925 -37.2073  -0.130
C107 14.4118 -11.7737 -37.0492  -0.159
C108 14.1404 -11.2861 -35.6249  -0.129
C109 14.9571 -12.0044 -34.5171  -0.481
N11 14.8570 -13.4619 -34.8154  -0.109
O20 15.3667 -14.2840 -33.7826  -0.020
C110 16.4052 -11.4015 -34.4252  -0.024
C111 14.3640 -11.8084 -33.1118  -0.037
C112 16.4887 -14.4268 -36.5023  -0.010
H77 14.7813 -16.3669 -35.5744  0.067
H78 13.8454 -15.8627 -36.9812  0.077
H79 13.2406 -15.4141 -35.6085  0.083
H80 14.7275 -13.5843 -38.1704  0.109
H81 13.3255 -13.7434 -37.3414  0.106
H82 13.5986 -11.3441 -37.6344  0.102
H83 15.2383 -11.2906 -37.5704  0.110
H84 13.1164 -11.4377 -35.2833  0.115
H85 14.3632 -10.2347 -35.4430  0.118
H86 16.7325 -10.8287 -35.2928  0.071
H87 16.3088 -10.5777 -33.7179  0.076
H88 17.1590 -12.1579 -34.2071  0.072
H89 15.0539 -12.1621 -32.3456  0.053
H90 14.3180 -10.7338 -32.9355  0.086
H91 13.4012 -12.3175 -33.0686  0.089
H92 17.0553 -13.5092 -36.3446  0.077
H93 16.5766 -14.6333 -37.5690  0.070
H94 16.9348 -15.3572 -36.1509  0.054
H95 14.7625 -15.0284 -33.7332  0.079

Computed properties:
- 2S+1 = 1
- LUMO (hartree) = -0.05549

| no. | F_max (eV Å⁻¹) |
| --- | --- |
| 1 | 4.3 |
| 2 | 16.8 |
| 3 | 4.5 |
| 4 | 6.8 |